Record 1
Here is a structure of composition C44H48GeN7O3PS3Y from the OMol25 dataset. Energies are from ωB97M-V with the def2-TZVPD basis set.

Structure (XYZ):
```
108
Properties=species:S:1:pos:R:3:forces:R:3
Y -0.161 0.322 0.160 -0.48 0.76 -0.12
O -0.996 1.846 1.423 0.02 0.45 0.11
N -1.753 1.528 2.455 -0.37 -0.52 0.05
N -2.373 0.319 2.184 -0.01 0.42 0.38
O -2.075 -0.365 1.036 0.28 -0.08 0.04
C -3.229 -0.209 3.104 -0.10 -0.11 -0.16
C -3.933 -1.395 2.836 0.01 0.01 -0.01
C -4.802 -1.917 3.776 -0.03 -0.06 -0.03
C -5.007 -1.291 4.998 0.01 0.03 0.03
C -4.316 -0.110 5.256 -0.04 0.01 0.07
C -3.442 0.437 4.339 0.00 0.00 -0.02
H -3.802 -1.887 1.885 -0.01 0.00 0.00
H -5.330 -2.835 3.544 -0.01 -0.01 0.00
H -5.685 -1.708 5.729 -0.01 -0.01 0.02
H -4.458 0.402 6.201 -0.02 0.00 0.02
H -2.915 1.353 4.551 0.02 0.02 0.00
S 1.048 -2.653 -1.377 0.11 0.15 -0.09
C -0.050 -1.721 -2.342 0.03 -0.29 0.44
N -0.908 -0.840 -1.895 0.29 -0.17 -0.43
C -1.737 -0.406 -2.928 0.00 -0.05 0.16
C -2.830 0.437 -2.752 0.05 -0.03 -0.17
C -3.592 0.751 -3.860 0.04 -0.02 -0.04
C -3.277 0.238 -5.122 -0.06 0.06 -0.01
C -2.209 -0.620 -5.298 0.06 -0.04 0.08
C -1.444 -0.950 -4.184 -0.25 0.14 -0.07
S -0.096 -2.037 -4.052 -0.11 0.06 0.03
H -3.069 0.822 -1.771 0.03 -0.02 0.08
H -4.447 1.406 -3.750 -0.02 0.00 -0.01
H -3.885 0.514 -5.973 -0.01 0.00 -0.03
H -1.978 -1.027 -6.273 0.00 -0.01 -0.03
N 2.533 2.514 0.596 0.08 0.01 -0.24
C 2.251 2.027 1.848 -0.04 0.09 0.16
C 2.792 2.652 2.982 -0.05 -0.10 0.02
C 2.509 2.128 4.222 0.02 0.03 -0.02
C 1.693 1.005 4.334 -0.07 0.00 -0.05
C 1.188 0.460 3.176 0.28 -0.01 -0.10
N 1.486 0.937 1.956 -0.07 0.09 -0.17
H 2.754 3.500 0.570 0.00 -0.01 0.05
H 1.873 2.309 -0.149 -0.04 0.06 0.18
H 3.406 3.534 2.865 0.01 0.01 -0.01
H 2.914 2.601 5.108 0.01 0.00 0.02
H 1.430 0.579 5.290 0.00 0.00 0.03
H 0.537 -0.408 3.206 -0.02 -0.03 -0.02
C 4.419 -2.489 -1.179 0.04 0.01 0.01
Ge 3.331 -0.995 -0.495 -0.11 0.04 -0.01
C 3.177 0.241 -2.024 0.06 0.04 -0.04
C 4.387 -0.254 0.987 -0.01 -0.02 -0.03
C 1.497 -1.521 -0.043 0.33 -0.40 -0.37
H 5.344 -2.083 -1.593 0.06 0.00 -0.02
H 3.911 -3.050 -1.961 -0.03 0.00 -0.02
H 4.684 -3.172 -0.371 -0.01 -0.04 0.05
H 4.099 0.808 -2.158 0.03 0.00 -0.03
H 2.364 0.964 -1.935 -0.04 0.00 0.07
H 3.000 -0.343 -2.930 0.01 -0.01 -0.01
H 5.312 -0.824 1.062 0.07 0.00 0.00
H 3.865 -0.324 1.938 -0.06 -0.04 0.05
H 4.624 0.792 0.805 0.03 0.05 -0.01
H 1.469 -2.118 0.874 -0.10 0.04 0.05
C 0.485 -5.992 1.467 0.05 -0.10 0.05
N -0.514 -5.043 1.077 -0.04 -0.03 -0.02
C -1.296 -5.224 -0.129 -0.10 -0.05 -0.12
C -2.079 -3.902 -0.240 0.03 -0.07 -0.12
N -1.600 -3.155 0.904 -0.27 0.21 -0.19
C -0.698 -3.820 1.630 0.18 0.16 0.27
S 0.076 -3.247 3.005 -0.05 0.02 -0.05
H 0.033 -6.966 1.678 0.00 0.02 -0.01
H 0.976 -5.623 2.366 -0.01 0.00 -0.02
H 1.229 -6.118 0.674 0.01 0.01 0.00
H -1.956 -6.093 -0.032 0.02 0.03 -0.01
H -0.642 -5.389 -0.991 -0.01 0.03 0.03
H -3.160 -4.052 -0.193 0.03 -0.02 0.03
H -1.846 -3.375 -1.167 -0.05 -0.03 -0.01
H -1.875 -2.180 1.069 0.21 -0.10 0.22
O -0.090 2.222 -1.140 -0.38 -0.38 0.07
P -0.835 3.558 -1.419 0.39 -0.33 -0.15
C 0.094 4.913 -0.927 0.19 0.32 0.23
C 0.388 6.062 -1.739 -0.07 -0.22 -0.18
C 1.104 7.118 -1.252 0.09 0.16 0.01
C 1.579 7.151 0.079 -0.07 -0.07 -0.06
C 1.270 6.054 0.899 0.09 0.03 0.16
C 0.567 4.970 0.442 -0.26 -0.06 -0.12
C -1.096 3.638 -3.216 0.19 -0.06 0.11
C -1.913 4.582 -3.833 -0.04 0.12 0.13
C -2.035 4.611 -5.210 0.04 -0.08 -0.13
C -1.342 3.689 -5.987 0.00 0.01 -0.03
C -0.524 2.746 -5.384 -0.04 0.04 -0.01
C -0.399 2.725 -4.002 -0.07 0.00 0.00
C -2.503 3.586 -0.703 0.05 0.05 0.16
C -2.701 4.014 0.615 0.14 -0.01 0.02
C -3.971 4.135 1.143 0.09 0.01 0.12
C -5.089 3.853 0.373 -0.06 -0.01 -0.02
C -4.915 3.460 -0.941 -0.07 -0.03 -0.05
C -3.638 3.330 -1.466 -0.08 -0.04 -0.33
H 0.060 6.089 -2.772 -0.01 -0.02 0.01
H 1.311 7.951 -1.915 0.00 0.01 0.00
H 2.137 7.995 0.456 0.02 0.03 0.01
H 1.593 6.051 1.935 0.03 0.02 0.04
H 0.355 4.146 1.115 -0.01 0.00 -0.01
H -2.459 5.299 -3.232 0.01 -0.01 0.05
H -2.669 5.351 -5.681 -0.02 0.01 -0.01
H -1.440 3.711 -7.066 -0.01 0.00 -0.01
H 0.017 2.027 -5.985 0.01 -0.01 -0.02
H 0.234 1.994 -3.518 0.02 -0.02 0.01
H -1.851 4.236 1.237 0.08 0.01 0.08
H -4.082 4.438 2.175 -0.01 0.02 0.04
H -6.081 3.937 0.797 -0.04 0.00 0.00
H -5.773 3.245 -1.568 -0.02 0.00 0.00
H -3.533 3.034 -2.500 0.00 0.00 -0.01
```
Forces are in eV/Å.

energy above the lowest of the compared OMol25 structures with the same formula, charge and spin: 0.0 kcal/mol
gap between HOMO and LUMO (alpha / beta): 4.71 / 3.57 eV
highest occupied orbital energy (alpha / beta): -2.7 / -1.6 eV
total charge: -1

Record 2
Here is a structure of composition Br2HNS at a distorted geometry from the OMol25 dataset. Energies are from ωB97M-V with the def2-TZVPD basis set.

Structure (XYZ):
```
5
Properties=species:S:1:pos:R:3:forces:R:3
N 0.529 -1.277 0.221 -3.17 -0.86 -2.74
S -0.205 -0.305 -0.676 -1.37 0.07 0.33
Br 0.880 1.552 -1.147 0.07 -0.11 0.24
Br -2.423 0.977 0.844 0.96 -0.46 -0.62
H 1.219 -0.946 0.759 3.50 1.36 2.80
```
Forces are in eV/Å.

energy above the lowest of the compared OMol25 structures with the same formula, charge and spin: 18.1 kcal/mol
gap between HOMO and LUMO (alpha / beta): 7.92 / 6.50 eV
highest occupied orbital energy (alpha / beta): -10.0 / -9.3 eV

Record 3
Here is a cluster of 15 separate species, C8H26B2O29 in total at a distorted geometry from the OMol25 dataset. Energies are from ωB97M-V with the def2-TZVPD basis set.

Structure (XYZ):
```
65
Properties=species:S:1:pos:R:3:forces:R:3
O 3.109 -1.468 -1.398 -1.83 1.66 0.13
C 2.261 -0.584 -1.340 1.60 -1.43 -0.16
O 1.168 -0.589 -0.616 -0.47 -0.22 -0.29
B 0.349 0.558 -1.010 0.01 1.19 0.00
O 1.198 1.389 -1.899 -1.82 0.09 0.76
C 2.290 0.763 -2.078 3.33 0.47 -1.33
O 3.253 1.216 -2.682 -0.78 -0.70 0.41
O -0.062 1.383 0.159 1.35 0.16 0.92
C -1.304 1.276 0.436 -2.16 1.43 4.23
O -1.942 1.733 1.468 2.67 -2.24 -4.42
C -1.886 0.575 -0.758 -2.71 0.30 -2.64
O -0.910 0.269 -1.695 -1.51 -0.01 2.61
O -3.079 0.587 -1.018 1.73 -0.67 0.34
O -1.290 -1.341 1.689 0.10 0.34 0.27
C -0.369 -2.112 1.753 0.45 0.44 -0.77
O -0.418 -3.353 1.369 0.52 -1.20 -0.04
B 0.932 -3.999 1.506 -0.14 0.37 0.63
O 1.813 -2.915 2.001 -0.44 0.62 -0.42
C 1.121 -1.801 2.090 1.60 4.00 0.90
O 1.578 -0.647 2.344 -1.81 -4.35 -0.74
O 0.950 -5.052 2.524 -1.11 0.75 0.69
C 1.278 -6.178 1.987 1.94 -1.05 -1.10
O 1.487 -7.227 2.526 -0.57 -0.25 0.36
C 1.686 -5.889 0.490 -0.22 -2.08 0.75
O 1.399 -4.636 0.281 0.03 1.09 -0.89
O 2.155 -6.732 -0.236 -0.39 1.23 0.15
O -4.520 2.874 1.376 -0.40 0.28 -0.13
H -3.825 2.355 1.781 0.62 -0.27 -0.14
H -5.130 3.057 2.091 -0.21 0.05 0.11
O 1.067 2.035 2.987 0.27 0.43 0.36
H 0.378 2.401 3.542 -0.30 0.23 -0.01
H 0.656 1.285 2.557 0.11 -0.45 -0.22
O -4.740 -0.553 1.813 -0.47 -0.05 0.13
H -4.358 0.140 1.274 0.16 0.31 -0.31
H -4.224 -1.332 1.603 0.33 -0.16 0.05
O -2.002 3.467 3.847 0.15 0.20 0.04
H -2.484 2.641 3.819 -0.04 -0.50 -0.11
H -2.112 3.779 4.745 0.00 0.15 0.19
O -5.981 -0.068 -2.425 -0.35 -0.02 -0.33
H -6.206 -0.697 -1.740 0.01 -0.09 0.23
H -5.051 0.114 -2.288 0.40 0.14 0.18
O -1.519 4.650 1.143 0.28 0.58 -0.33
H -1.624 4.156 1.955 -0.01 -0.29 0.34
H -2.366 4.574 0.704 -0.26 -0.16 -0.10
O 6.128 2.615 -1.931 0.42 0.27 -0.06
H 5.295 2.665 -2.400 -0.34 -0.25 -0.14
H 5.884 2.644 -1.006 -0.10 -0.09 0.20
O -2.600 3.026 -2.855 -0.10 0.30 -0.03
H -2.043 3.067 -3.632 0.22 0.04 -0.16
H -2.568 2.109 -2.584 -0.16 -0.31 0.14
O -2.496 -0.168 4.114 -0.38 0.28 0.62
H -1.688 -0.428 4.557 0.26 -0.07 0.01
H -2.206 0.184 3.273 0.15 -0.10 -0.63
O 1.905 3.365 -4.387 -0.21 0.33 -0.55
H 1.753 3.986 -3.675 -0.09 0.04 0.24
H 2.591 2.785 -4.057 0.22 -0.48 0.35
O 4.564 -3.183 0.173 0.40 -0.41 0.50
H 5.151 -3.218 -0.582 0.12 0.06 -0.24
H 3.704 -2.992 -0.202 -0.30 0.18 -0.08
O -0.267 -0.562 -4.172 0.21 -0.30 -0.51
H -0.679 -0.139 -3.418 -0.24 0.02 0.35
H -0.159 0.142 -4.812 0.14 0.15 -0.18
O 5.348 -1.821 -3.042 0.75 -0.22 -0.33
H 4.644 -1.683 -2.408 -0.54 0.34 0.33
H 5.013 -2.499 -3.629 -0.10 -0.12 -0.11
```
Forces are in eV/Å.

energy above the lowest of the compared OMol25 structures with the same formula, charge and spin: 31.0 kcal/mol
gap between HOMO and LUMO: 9.26 eV
highest occupied orbital energy: -5.5 eV
total charge: -2

Record 4
Here is a structure of composition C14H2Br4CoN2O2S2 at a distorted geometry from the OMol25 dataset. Energies are from ωB97M-V with the def2-TZVPD basis set.

Structure (XYZ):
```
27
Properties=species:S:1:pos:R:3:forces:R:3
Co 0.096 0.136 -0.041 -0.07 -0.10 -0.73
S 2.363 0.107 -0.192 0.18 -0.41 0.21
C 2.456 1.447 0.909 0.14 0.49 -0.04
C 3.551 1.556 1.761 -0.22 0.26 0.02
C 3.719 2.668 2.576 -1.03 0.26 -0.52
C 4.886 2.774 3.356 0.53 0.11 0.40
N 5.858 2.849 3.963 0.27 0.01 0.22
C 2.742 3.694 2.569 0.30 -1.05 -0.45
C 1.626 3.569 1.754 0.18 -0.20 0.01
C 1.467 2.470 0.915 0.46 0.13 0.00
S 0.090 2.406 -0.143 -0.40 0.15 0.19
C 2.912 4.857 3.346 0.07 0.56 0.39
N 3.039 5.824 3.951 0.02 0.24 0.19
H 4.283 0.763 1.772 0.11 -0.01 -0.01
H 0.863 4.334 1.756 0.03 0.09 0.01
Br -3.514 -5.828 0.002 0.07 0.04 0.00
C -3.025 -4.009 0.000 1.11 -0.60 -0.03
C -4.015 -3.022 -0.001 -0.61 1.05 -0.03
Br -5.830 -3.524 0.003 0.02 0.09 0.00
C -3.663 -1.684 -0.010 -1.37 -0.31 0.06
Br -4.967 -0.317 -0.001 0.22 -0.06 -0.02
C -2.324 -1.288 -0.001 0.74 1.36 -0.03
O -1.919 -0.077 -0.013 -0.85 -0.89 0.06
C -1.295 -2.310 0.002 1.26 0.73 -0.02
O -0.089 -1.898 -0.003 -0.84 -0.79 0.05
C -1.687 -3.652 -0.007 -0.30 -1.36 0.06
Br -0.316 -4.949 0.002 -0.05 0.22 -0.01
```
Forces are in eV/Å.

gap between HOMO and LUMO (alpha / beta): 6.59 / 4.48 eV
highest occupied orbital energy (alpha / beta): -4.9 / -4.9 eV
spin multiplicity: 5
total charge: -1

Record 5
Here is a structure of composition C5H12N4O2 at a distorted geometry from the OMol25 dataset. Energies are from ωB97M-V with the def2-TZVPD basis set.

Structure (XYZ):
```
23
Properties=species:S:1:pos:R:3:forces:R:3
C -0.552 -0.987 2.055 -2.52 3.33 -1.87
C -0.824 -0.876 0.456 -0.41 -0.60 2.23
C 0.243 -1.518 -0.352 3.74 -1.78 3.95
C 1.879 -0.242 -1.568 0.63 3.36 -4.81
C -2.212 1.143 0.352 1.49 2.55 -1.24
H -1.592 -0.201 2.562 3.29 -3.25 -1.14
H 0.385 -0.209 2.166 -1.86 -2.75 0.31
H -0.551 -2.156 2.167 0.37 2.58 1.00
H -1.584 -1.476 -0.034 -1.48 -0.08 1.59
H -0.264 -1.344 -1.213 -0.09 -1.03 -3.86
H 0.569 -2.697 0.132 -1.43 3.43 -2.07
H 2.210 -0.965 0.501 -2.58 1.40 -3.75
H 3.820 0.952 -2.400 -4.04 -2.49 3.54
H 3.681 0.114 -0.610 -1.85 1.78 -3.26
H -0.221 0.771 -0.119 14.40 7.69 -1.60
H -1.583 2.985 -0.524 3.06 -0.29 -1.79
H -2.813 3.372 0.073 -2.16 -1.00 1.32
N 1.473 -0.680 -0.372 0.89 -3.22 3.99
N 3.041 0.511 -1.492 6.54 0.11 1.22
N -0.980 0.470 -0.048 -16.77 -5.93 2.64
N -2.221 2.567 0.054 0.28 -1.87 0.78
O 1.242 -0.133 -2.653 0.38 -1.48 2.80
O -3.146 0.599 0.865 0.13 -0.45 0.04
```
Forces are in eV/Å.

energy above the lowest of the compared OMol25 structures with the same formula, charge and spin: 153.3 kcal/mol
gap between HOMO and LUMO: 9.78 eV
highest occupied orbital energy: -9.5 eV

Record 6
Here is the molecule C5H9N3O4 at a distorted geometry from the OMol25 dataset. Energies are from ωB97M-V with the def2-TZVPD basis set.

Structure (XYZ):
```
21
Properties=species:S:1:pos:R:3:forces:R:3
C -0.356 -0.777 1.634 -0.20 0.42 -2.83
C -0.255 -0.657 -0.747 0.61 0.39 -1.95
C -0.751 -2.032 -0.690 -0.50 1.41 -1.19
C -1.188 0.450 -1.314 2.34 0.12 -2.72
C 1.428 0.597 0.629 -0.56 -0.13 -0.21
N 0.241 -0.289 0.613 0.24 0.21 1.43
N 0.159 -3.038 -0.589 0.14 -1.41 -0.67
N -2.097 -2.244 -0.579 -0.54 -3.57 2.71
O -0.213 -4.192 -0.466 0.33 -0.41 0.23
O 1.366 -2.730 -0.620 0.34 0.59 0.30
O -2.716 -1.409 0.139 -0.66 0.36 -1.13
O -2.543 -3.395 -0.793 -0.13 2.39 -0.60
H -1.307 -1.228 1.413 -0.34 -0.59 0.27
H 0.052 -0.687 2.569 0.88 0.55 2.25
H 0.642 -0.731 -1.464 -0.93 0.45 1.50
H -0.550 1.384 -1.503 -0.68 -1.33 -0.09
H -1.896 0.780 -0.638 -1.83 0.14 1.22
H -1.632 0.111 -2.334 0.69 0.62 1.99
H 2.113 -0.085 0.015 -0.29 2.08 0.39
H 0.949 1.594 0.274 1.71 -1.63 -0.20
H 1.858 0.820 1.638 -0.62 -0.66 -0.72
```
Forces are in eV/Å.

energy above the lowest of the compared OMol25 structures with the same formula, charge and spin: 167.6 kcal/mol
gap between HOMO and LUMO: 7.66 eV
highest occupied orbital energy: -8.7 eV

no.,total energy (eV),M (g mol⁻¹)
1,-162337.532,1011.6
2,-152424.449,206.9
3,-69463.937,607.9
4,-361095.764,672.9
5,-15428.915,160.2
6,-17982.328,175.1